{"formula": "C39H34N2O2", "method": "the ωB97M-V functional and the def2-TZVPD basis", "multiplicity": 1, "total_energy_ev": -48066.4289, "homo_lumo_gap_ev": 3.0332, "largest_force_ev_per_a": 2.1, "e_lumo_ev": -2.76, "species": ["O", "O", "N", "N", "C", "C", "C", "C", "C", "C", "C", "C", "C", "C", "C", "C", "C", "C", "C", "C", "C", "C", "C", "C", "C", "C", "C", "C", "C", "C", "C", "C", "C", "C", "C", "C", "C", "C", "C", "C", "C", "C", "C", "H", "H", "H", "H", "H", "H", "H", "H", "H", "H", "H", "H", "H", "H", "H", "H", "H", "H", "H", "H", "H", "H", "H", "H", "H", "H", "H", "H", "H", "H", "H", "H", "H", "H"], "positions_angstrom": [[0.42, 0.53, 1.94], [-0.10, -3.46, 2.73], [3.15, 4.90, 1.16], [-0.79, 1.42, -4.48], [3.24, 4.83, 2.61], [1.65, -1.47, 2.01], [-3.54, 1.20, 2.61], [-2.33, 0.51, 2.62], [-1.13, -0.63, -5.89], [0.38, -0.46, -3.96], [1.71, 0.43, -2.01], [-2.12, -0.58, 1.75], [3.13, -3.14, 1.09], [-4.52, 0.88, 1.67], [-4.28, -0.12, 0.72], [-0.68, -1.94, -6.09], [-1.73, 2.29, -5.17], [-1.06, -2.79, 2.34], [-3.61, -5.63, 2.24], [-4.79, -5.01, 2.67], [3.47, 1.83, -0.89], [0.75, 0.58, -3.01], [0.31, -2.49, -5.25], [-3.10, -0.87, 0.77], [3.03, 6.26, 0.66], [0.36, -0.71, 1.96], [4.09, -2.82, 2.06], [0.86, -1.74, -4.18], [2.81, 3.80, 0.39], [1.91, -2.46, 1.07], [3.81, 2.94, -0.15], [-0.01, 1.73, -3.41], [2.64, -1.07, 2.91], [-2.43, -4.89, 2.13], [1.45, 3.49, 0.13], [1.12, 2.37, -0.61], [3.84, -1.78, 2.97], [-3.54, -2.96, 3.05], [2.10, 1.52, -1.16], [-2.41, -3.51, 2.43], [-4.75, -3.67, 3.08], [-0.93, -1.41, 1.87], [-0.58, 0.08, -4.84], [-2.21, 1.70, -5.96], [2.43, -0.24, 3.59], [-1.90, -0.17, -6.51], [5.04, -3.37, 2.11], [-3.60, -6.69, 1.99], [3.29, 3.78, 2.93], [3.31, -3.94, 0.36], [-5.66, -3.17, 3.43], [-2.51, 2.66, -4.50], [-5.73, -5.56, 2.69], [2.13, 6.76, 1.07], [-1.53, 0.78, 3.31], [2.28, -0.51, -1.99], [-2.90, -1.68, 0.07], [3.91, 6.84, 0.98], [-1.11, -2.55, -6.89], [-3.70, 1.98, 3.35], [4.85, 3.21, 0.04], [4.14, 5.36, 2.94], [2.97, 6.25, -0.43], [4.59, -1.51, 3.73], [0.07, 2.16, -0.82], [0.67, -3.51, -5.42], [1.14, -2.71, 0.34], [-1.51, -5.37, 1.82], [2.37, 5.31, 3.08], [-5.47, 1.42, 1.66], [4.24, 1.21, -1.33], [-3.47, -1.97, 3.50], [0.05, 2.74, -3.01], [-1.24, 3.15, -5.64], [-5.02, -0.35, -0.06], [1.65, -2.12, -3.53], [0.67, 4.15, 0.53]], "lowdin_charge": [-0.01, 0.01, -0.25, -0.05, -0.07, -0.17, -0.10, -0.04, 0.00, -0.12, 0.14, -0.23, -0.09, -0.12, -0.11, -0.06, 0.01, -0.34, -0.10, -0.11, 0.00, -0.11, -0.05, -0.06, -0.08, -0.35, -0.10, 0.00, -0.23, -0.06, 0.02, 0.09, -0.03, -0.04, 0.03, -0.03, -0.09, -0.04, -0.20, -0.13, -0.09, -0.09, -0.16, 0.08, 0.11, 0.10, 0.09, 0.09, 0.10, 0.09, 0.10, 0.11, 0.09, 0.08, 0.11, 0.14, 0.12, 0.08, 0.11, 0.09, 0.12, 0.08, 0.09, 0.10, 0.12, 0.11, 0.11, 0.11, 0.08, 0.09, 0.12, 0.12, 0.15, 0.11, 0.09, 0.12, 0.13]}

=====

{"formula": "C19H48CrO21S6", "method": "the ωB97M-V functional and the def2-TZVPD basis", "multiplicity": 5, "total_energy_ev": -156908.8293, "homo_lumo_gap_ev": [7.8654, 7.8451], "s_squared": 6.01, "largest_force_ev_per_a": 7.8, "e_lumo_ev": [0.34, 0.34], "e_above_lowest_ev": 2.103, "species": ["Cr", "S", "S", "S", "S", "S", "S", "O", "O", "O", "O", "O", "O", "O", "O", "O", "O", "O", "O", "O", "O", "O", "O", "O", "O", "O", "O", "O", "C", "C", "C", "C", "C", "C", "C", "C", "C", "C", "C", "C", "C", "C", "C", "C", "C", "C", "C", "H", "H", "H", "H", "H", "H", "H", "H", "H", "H", "H", "H", "H", "H", "H", "H", "H", "H", "H", "H", "H", "H", "H", "H", "H", "H", "H", "H", "H", "H", "H", "H", "H", "H", "H", "H", "H", "H", "H", "H", "H", "H", "H", "H", "H", "H", "H", "H"], "positions_angstrom": [[0.94, 0.07, -1.80], [-0.05, -1.07, 4.69], [1.32, 3.04, 0.26], [4.22, -1.13, -1.06], [0.87, -2.33, -4.30], [-1.56, 1.88, -3.06], [-4.27, -2.45, 1.78], [0.54, 4.16, -0.13], [-0.36, -2.14, -4.96], [-5.52, -3.06, 1.49], [0.19, 0.20, 5.32], [0.79, -1.72, -0.33], [5.19, -1.16, -2.10], [2.83, 3.48, 0.44], [-0.79, -1.28, -1.74], [3.06, -0.30, -1.17], [-1.52, 3.10, -2.34], [1.40, 1.87, -0.55], [-2.05, 2.17, -4.54], [1.97, -2.73, -5.36], [-3.08, -3.21, 1.84], [-0.59, -0.05, 0.11], [-4.37, -1.65, 3.16], [-1.29, -1.75, 5.43], [1.44, -1.28, -3.51], [0.95, -2.06, 4.61], [4.97, -0.74, 0.26], [-0.39, 1.07, -3.19], [-5.36, 0.46, 3.77], [-0.44, -1.21, -0.46], [0.80, -3.81, -3.31], [3.65, -2.78, -0.74], [3.11, 4.65, 1.21], [3.29, -2.16, -5.28], [0.88, 2.53, 1.90], [-4.05, -1.09, 0.64], [-5.62, -1.01, 3.48], [-2.24, 3.54, -4.98], [-0.74, -0.75, 3.10], [4.17, -0.71, 1.47], [4.28, -2.97, -6.08], [4.58, 4.92, 1.12], [4.58, 0.51, 2.24], [-3.27, 3.47, -6.08], [-3.28, -1.74, 6.73], [-2.86, 0.87, -2.48], [-2.30, -0.89, 5.95], [-4.09, -1.56, -0.34], [-4.86, -0.40, 0.85], [3.41, -3.21, -1.71], [5.14, 4.09, 1.56], [4.21, 0.55, 3.26], [-3.55, -2.63, 6.16], [-2.79, -0.34, 5.14], [3.95, -3.04, -7.12], [4.34, -4.00, -5.74], [0.80, 3.43, 2.51], [4.31, -1.69, 1.95], [2.49, 5.49, 0.88], [5.67, 0.44, 2.36], [4.89, 5.84, 1.61], [4.43, 1.43, 1.67], [2.83, -2.72, -0.02], [4.49, -3.31, -0.29], [-4.62, 0.84, 3.06], [3.09, -0.76, 1.28], [2.86, 4.50, 2.27], [-3.42, 4.39, -6.63], [-4.19, -1.22, 6.99], [-4.22, 3.11, -5.69], [-6.28, 1.05, 3.66], [-6.06, -1.49, 4.36], [-0.10, 2.05, 1.84], [-1.63, -0.12, 3.21], [-2.62, 4.11, -4.13], [-1.28, 3.93, -5.30], [0.59, -3.48, -2.29], [0.00, -0.17, 2.55], [-0.05, -4.35, -3.73], [-1.86, -0.12, 6.58], [5.22, -2.42, -6.05], [-2.92, 2.74, -6.82], [-2.93, -0.04, -3.06], [-4.99, 0.60, 4.78], [3.62, -2.13, -4.23], [4.92, 4.97, 0.08], [-2.59, 0.62, -1.45], [3.32, -1.12, -5.60], [-1.02, -1.66, 2.59], [-2.78, -2.15, 7.61], [1.68, 1.89, 2.25], [1.73, -4.36, -3.41], [-3.06, -0.65, 0.80], [-6.33, -1.15, 2.67], [-3.76, 1.48, -2.39]], "mulliken_spin": [3.82, 0.00, 0.02, 0.02, 0.01, 0.01, 0.00, 0.00, 0.00, 0.00, 0.00, -0.02, 0.00, 0.00, 0.00, 0.07, 0.00, -0.01, 0.00, 0.00, 0.00, 0.04, 0.00, 0.00, 0.00, 0.00, 0.00, 0.01, 0.00, 0.04, 0.00, 0.00, 0.00, 0.00, 0.00, 0.00, 0.00, 0.00, 0.00, 0.00, 0.00, 0.00, 0.00, 0.00, 0.00, 0.00, 0.00, 0.00, 0.00, 0.00, 0.00, 0.00, 0.00, 0.00, 0.00, 0.00, 0.00, 0.00, 0.00, 0.00, 0.00, 0.00, 0.00, 0.00, 0.00, 0.00, 0.00, 0.00, 0.00, 0.00, 0.00, 0.00, 0.00, 0.00, 0.00, 0.00, 0.00, 0.00, 0.00, 0.00, 0.00, 0.00, 0.00, 0.00, 0.00, 0.00, 0.00, 0.00, 0.00, 0.00, 0.00, 0.00, 0.00, 0.00, 0.00]}

=====

{"formula": "C5H13NO", "method": "the ωB97M-V functional and the def2-TZVPD basis", "multiplicity": 1, "total_energy_ev": -8931.9039, "homo_lumo_gap_ev": 9.0556, "largest_force_ev_per_a": 3.3, "e_lumo_ev": 0.99, "smiles": "CC[C@H](CO)NC", "e_above_lowest_ev": 2.107, "species": ["O", "N", "C", "C", "C", "C", "C", "H", "H", "H", "H", "H", "H", "H", "H", "H", "H", "H", "H", "H"], "positions_angstrom": [[1.74, -0.91, 1.84], [0.32, 0.95, -1.02], [-0.69, -0.91, 0.29], [1.38, 0.20, 1.01], [-0.18, 2.23, -0.66], [-1.55, -1.74, -0.70], [0.57, -0.23, -0.26], [0.84, 0.95, -1.88], [2.33, 0.60, 0.65], [-0.97, -1.95, -1.59], [-0.41, -1.67, 1.02], [-0.32, 2.24, 0.41], [-2.57, -1.38, -0.80], [0.91, -1.11, 2.29], [0.82, 0.97, 1.54], [0.50, 3.03, -0.99], [-1.07, 2.62, -1.17], [-1.70, -2.71, -0.21], [1.22, -0.97, -0.73], [-1.17, -0.21, 0.98]], "lowdin_charge": [-0.07, -0.09, -0.22, -0.22, -0.13, -0.08, -0.35, 0.11, 0.12, 0.07, 0.09, 0.07, 0.06, 0.07, 0.10, 0.08, 0.07, 0.06, 0.15, 0.11]}